1.
{"formula": "C36H78Br2NO", "method": "ωB97M-V/def2-TZVPD", "elements": ["Br", "Br", "O", "N", "C", "C", "C", "C", "C", "C", "C", "C", "C", "C", "C", "C", "C", "C", "C", "C", "C", "C", "C", "C", "C", "C", "C", "C", "C", "C", "C", "C", "C", "C", "C", "C", "C", "C", "C", "C", "H", "H", "H", "H", "H", "H", "H", "H", "H", "H", "H", "H", "H", "H", "H", "H", "H", "H", "H", "H", "H", "H", "H", "H", "H", "H", "H", "H", "H", "H", "H", "H", "H", "H", "H", "H", "H", "H", "H", "H", "H", "H", "H", "H", "H", "H", "H", "H", "H", "H", "H", "H", "H", "H", "H", "H", "H", "H", "H", "H", "H", "H", "H", "H", "H", "H", "H", "H", "H", "H", "H", "H", "H", "H", "H", "H", "H", "H"], "xyz": [[0.42665, 1.88518, 2.46243], [-2.48148, -0.60604, 4.53855], [-6.32840, -1.44628, 3.44413], [-5.33891, -0.75484, 3.01673], [7.53466, 1.50919, 1.14687], [-5.94202, 1.05548, 4.52267], [0.08596, -0.91133, 2.85698], [-1.29390, 4.29096, 0.28649], [3.53751, -1.08125, 0.63977], [-5.58325, 0.70431, 3.04906], [8.42738, -5.28720, -2.79762], [7.29434, -5.71093, -1.86718], [-3.15936, -1.88898, -3.76595], [-0.69217, 0.28606, 2.37579], [-5.66832, -1.60995, 0.68507], [-4.14933, -2.74526, 2.26062], [7.45697, -3.56847, 0.39584], [-1.21852, 7.41677, 0.23461], [-2.03748, 0.62365, 3.09415], [4.41710, 1.24991, 1.17493], [6.79568, -3.34965, -0.96368], [4.23170, -0.18510, 1.66026], [-5.62325, -2.58199, -4.08286], [-6.79769, 1.08970, 2.21406], [-0.03613, 5.13690, 0.45249], [-2.76381, -3.09696, -2.92107], [-0.73483, 7.69116, -1.18843], [-0.30423, 6.51193, 1.06221], [-4.68597, -1.34206, 1.82561], [5.29212, 1.40108, -0.07077], [-3.53718, -0.47254, 1.26914], [-4.63267, -1.50952, -3.62764], [6.50537, -4.12892, 1.44901], [6.70387, 0.83077, 0.06142], [-5.68167, -1.91178, -6.54579], [-5.46130, -3.03259, -5.53372], [0.60665, 8.41657, -1.24429], [-4.36956, 1.54379, 2.60097], [-3.14677, 0.79459, 2.05376], [6.25667, -4.61400, -1.63411], [-1.33199, 8.36972, 0.76090], [-2.63987, -1.05254, 1.09490], [5.81304, -4.33462, -2.59496], [-0.66948, 6.75683, -1.75251], [4.79908, 0.92535, -0.92347], [-2.69091, 1.46076, 1.32517], [5.35874, 2.46458, -0.32082], [-5.46469, 1.97410, 4.84144], [-6.54481, -2.13935, 1.03045], [-5.58541, -2.28784, -7.56511], [0.95977, -1.01407, 2.22199], [-0.75345, 6.37819, 2.05157], [9.12468, -6.11082, -2.95672], [-5.54123, -3.45563, -3.42999], [-1.04528, 3.31059, -0.12371], [8.99634, -4.45170, -2.38737], [-0.92723, 0.15925, 1.32850], [0.46320, 5.24218, -0.51457], [7.09108, 1.38015, 2.13519], [7.84670, -2.60946, 0.74889], [-1.69983, -3.31242, -3.02886], [0.66448, 4.60294, 1.09907], [-2.55151, -1.03254, -3.46172], [-1.78647, 4.13589, 1.24954], [3.40956, -2.08899, 1.04030], [8.54068, 1.08862, 1.18245], [0.65119, 7.01506, 1.23419], [7.01288, -4.24026, 2.40822], [5.19824, -0.62089, 1.93051], [3.63801, -0.16777, 2.57862], [5.96715, -2.64422, -0.84088], [7.51005, -2.85747, -1.62974], [1.40428, 7.82681, -0.79037], [-4.47220, -3.47328, -5.68489], [-1.48630, 8.30051, -1.69721], [6.66035, -0.24567, 0.25279], [4.83300, 1.84891, 1.98988], [-2.22050, 6.98066, 0.18946], [5.65376, -3.46040, 1.59649], [7.71007, -6.04705, -0.91350], [-4.30011, -2.87674, 3.31995], [-4.01558, 2.20929, 3.37850], [-3.08645, -2.84722, 2.07753], [-7.00937, 1.16477, 4.66326], [5.43760, -5.02343, -1.03604], [6.78889, -6.57814, -2.29994], [-4.71830, 2.18472, 1.79768], [-6.62268, 1.00307, 1.14636], [-4.66273, -3.53659, 1.73552], [-7.67134, 0.52897, 2.52039], [-4.95424, -1.10794, -6.42388], [-0.49260, -1.82181, 2.77006], [-5.92185, -0.72408, 0.11398], [8.03753, -4.98626, -3.77211], [7.62652, 2.57982, 0.95328], [-6.99622, 2.13680, 2.41455], [-6.63856, -2.19874, -3.94089], [2.54806, -0.69359, 0.38441], [7.21485, 0.94698, -0.89803], [-6.68075, -1.48426, -6.44018], [-4.81423, -0.58407, -4.18122], [-1.91706, 1.58387, 3.57038], [-3.85138, -0.12385, 0.28987], [0.41566, -0.74413, 3.87358], [0.89488, 8.61617, -2.27723], [3.43235, 1.67801, 0.96200], [4.11859, -1.16462, -0.27988], [-2.00842, 4.76022, -0.39230], [-6.18177, -3.83076, -5.72956], [-2.96223, -2.91171, -1.86233], [6.12125, -5.11009, 1.16630], [-5.58569, 0.26147, 5.16383], [-3.31043, -3.99365, -3.21580], [-2.91412, -2.07849, -4.81426], [8.32220, -4.22908, 0.29401], [-5.15627, -2.28060, 0.00235], [0.55254, 9.37352, -0.72142], [-4.83806, -1.27428, -2.57742]], "e_above_lowest_kcal_mol": 9.9, "homo_ha": [-0.30221, -0.35110], "spin_multiplicity": 2, "s_squared": 0.75, "fmax_ev_per_a": 1.6}

---

2.
{"formula": "C2H5NS", "method": "ωB97M-V/def2-TZVPD", "elements": ["S", "N", "C", "C", "H", "H", "H", "H", "H"], "xyz": [[2.41013, -0.10511, -0.11762], [1.34140, -1.16314, 0.31913], [-0.77747, 1.16980, 0.12436], [-0.79234, -0.15142, -0.06769], [-1.19322, -0.77860, -0.91675], [-0.46448, 1.80412, 0.96000], [-0.85804, 1.71140, -0.77227], [-0.64334, -0.69403, 0.89462], [0.97736, -1.79301, -0.42378]], "smiles": "C=C.N=S", "e_above_lowest_kcal_mol": 88.3, "homo_ha": [-0.31342, -0.31155], "spin_multiplicity": 1, "fmax_ev_per_a": 3.2}

---

3.
{"formula": "C27H26N5O4S", "method": "ωB97M-V/def2-TZVPD", "elements": ["S", "O", "O", "O", "O", "N", "N", "N", "N", "N", "C", "C", "C", "C", "C", "C", "C", "C", "C", "C", "C", "C", "C", "C", "C", "C", "C", "C", "C", "C", "C", "C", "C", "C", "C", "C", "C", "H", "H", "H", "H", "H", "H", "H", "H", "H", "H", "H", "H", "H", "H", "H", "H", "H", "H", "H", "H", "H", "H", "H", "H", "H", "H"], "xyz": [[-2.69277, 5.43290, 1.94381], [0.69689, 1.30722, 5.56678], [-2.18614, 0.97298, 3.27801], [0.81293, 3.14450, 4.34875], [1.54788, 3.04356, 1.37736], [5.80851, -3.47741, 7.21925], [-2.34385, 2.76204, 1.80454], [1.20292, 1.96568, 4.61659], [-0.41955, 4.02517, 2.07646], [-1.88447, -4.68956, 1.64473], [2.18274, 1.32402, 3.87461], [0.23656, 5.32535, 2.11841], [3.74329, -0.58618, 3.89846], [0.48823, 0.45266, 2.12184], [4.42910, -1.59404, 4.56462], [2.98406, 0.37737, 4.60808], [-1.65559, 1.69523, 2.44626], [-2.88250, -2.60030, -0.05987], [-3.65397, -3.90557, 0.13981], [0.26423, -1.93052, 2.79967], [5.19443, -2.65652, 6.65306], [-1.23490, -1.10775, 1.09738], [-0.17464, -0.84972, 2.00711], [0.16774, -4.27408, 3.61897], [-2.71821, -5.04098, 0.51321], [-0.32164, -3.18440, 2.72733], [3.06484, 0.35546, 6.03251], [-1.78391, 4.02531, 1.91580], [-3.80462, 2.68529, 1.84015], [0.38669, 2.91192, 1.76957], [-0.77754, -5.46963, 3.68448], [3.75611, -0.65638, 6.68871], [4.44782, -1.63798, 5.96632], [-0.23377, 1.61562, 2.03779], [-1.27600, -5.82996, 2.29707], [-1.81335, -2.36266, 0.96091], [-1.35776, -3.43483, 1.78216], [0.31956, -3.86933, 4.62540], [-2.08300, -5.30536, -0.35329], [-2.02830, -6.62781, 2.34415], [1.25731, 5.19153, 2.47180], [-1.62972, -5.23016, 4.33090], [2.58474, 1.81254, 2.98515], [-0.26587, -6.33382, 4.11368], [-1.59598, -0.29271, 0.46424], [-3.28436, -5.94115, 0.78620], [-4.18341, -4.17857, -0.77689], [-4.10810, 1.66765, 1.58763], [-0.43520, -6.20413, 1.68367], [-4.40478, -3.77645, 0.92792], [1.07512, -1.75017, 3.51018], [0.21922, 5.78568, 1.12520], [1.15526, -4.61006, 3.26761], [1.57091, 0.47061, 1.97883], [2.58107, 1.11943, 6.63488], [-4.19100, 2.95843, 2.83006], [-4.18334, 3.39673, 1.10559], [-3.58965, -1.76293, -0.05656], [3.76168, -0.68274, 7.78055], [4.96072, -2.36207, 3.99981], [3.74642, -0.52636, 2.80710], [-2.42898, -2.61159, -1.06356], [-0.34338, 5.95888, 2.79145]], "total_charge": -1, "homo_ha": -0.15078, "spin_multiplicity": 1, "fmax_ev_per_a": 2.1}